1.
Molecular formula: C22H19CuN4O4S2
Method: DFT, ωB97M-V with the def2-TZVPD basis set

Geometry as ORCA input:
```
! wB97M-V def2-TZVPD RIJCOSX def2/J DEFGRID3
* xyz 1 2
Cu -1.17336 0.05799 -0.05396
N 0.58907 3.41761 1.53462
C 0.96307 3.35801 2.89688
C 1.33526 4.49661 3.58294
C 1.74689 4.39048 4.91522
C 1.81173 3.16773 5.54785
C 1.43613 2.03030 4.85026
C 1.00526 2.11957 3.53110
S 0.61095 0.61936 2.71181
N -0.20419 1.20702 1.32849
C 0.01118 2.39088 0.86551
C -0.33994 2.63010 -0.56791
C 0.02939 3.74977 -1.27500
C -0.24813 3.78992 -2.64309
C -0.91348 2.75298 -3.26557
C -1.26342 1.66498 -2.47875
N -0.96637 1.61995 -1.17763
H 0.72970 4.29575 1.08728
H 1.28814 5.47660 3.11342
H 2.04989 5.29684 5.42657
H 2.15449 3.11954 6.57493
H 1.48545 1.06217 5.32357
H 0.60709 4.54921 -0.85009
H 0.05362 4.64927 -3.22032
H -1.11847 2.75250 -4.32169
H -1.66986 0.74997 -2.87578
C -2.12186 -3.35605 0.22690
C -2.99932 -2.23928 0.64669
C -4.39727 -2.53686 1.09062
O -2.61929 -1.06573 0.68367
H -2.47065 -4.31148 0.61400
H -1.09713 -3.18594 0.51281
H -2.16848 -3.40236 -0.87846
H -4.81986 -3.38876 0.54811
H -5.05140 -1.66164 1.02233
H -4.34978 -2.79877 2.15368
O -1.38656 -1.55383 -3.16801
C -0.43705 -1.74458 -2.43675
N -0.20741 -1.14607 -1.24427
S 1.20347 -1.54018 -0.56959
O 2.15095 -0.45428 -0.58100
O 0.92045 -2.12675 0.71559
C 1.63467 -2.73368 -1.76778
C 2.75167 -3.55212 -1.76326
C 2.86809 -4.44545 -2.82815
C 1.91320 -4.44310 -3.83105
C 0.80266 -3.59277 -3.82443
C 0.67094 -2.73381 -2.75882
H 3.45374 -3.53817 -0.92915
H 3.68492 -5.13876 -2.89123
H 1.97423 -5.12309 -4.66403
H 0.08700 -3.60159 -4.63912
*
```

Orbital gap (spin up / spin down), eV: 6.860 / 5.782
Max |F|, eV/A: 1.3
⟨S²⟩: 0.75
Highest occupied orbital energy (spin up / spin down), hartree: -0.3867 / -0.3868
Energy, Ha: -3806.4093


2.
Molecular formula: C6H9NO2
Method: DFT, ωB97M-V with the def2-TZVPD basis set

Geometry as ORCA input:
```
! wB97M-V def2-TZVPD RIJCOSX def2/J DEFGRID3
* xyz 0 1
C -0.63723 1.21188 -1.34043
C 0.19384 1.94043 -0.30541
C 0.29097 0.99059 0.88096
C -0.08427 -1.50018 1.03256
C 1.26950 -1.50658 0.39307
C 0.26835 -0.38345 0.23026
N -0.49206 -0.18028 -1.04573
O -1.50427 1.67376 -2.05792
O -1.53727 -1.11640 -1.28100
H 1.17090 2.12757 -0.55163
H -0.21825 2.89301 -0.18559
H 1.16112 1.18926 1.47529
H -0.67875 0.99543 1.37706
H -0.87350 -2.20232 0.87297
H -0.12427 -1.36238 2.10398
H 2.00041 -1.43930 1.13523
H 1.36727 -2.21290 -0.51057
H -1.57250 -1.11813 -2.22308
*
```

Orbital gap, eV: 9.910
Max |F|, eV/A: 3.1
Highest occupied orbital energy, hartree: -0.3312
Energy, Ha: -439.1517


3.
Molecular formula: C2H4BrFInO
Method: DFT, ωB97M-V with the def2-TZVPD basis set

Geometry as ORCA input:
```
! wB97M-V def2-TZVPD RIJCOSX def2/J DEFGRID3
* xyz -1 1
O 0.56842 1.96968 -0.88580
C -0.26300 1.57024 -0.02974
Br -0.72583 2.54443 1.63415
C -0.94794 0.14482 -0.32324
In 0.73961 -1.38420 0.02163
F 1.51087 -0.91411 1.92757
H -1.83635 -0.02451 0.37641
H -1.27195 0.10712 -1.42582
H 0.18552 -3.07919 -0.14126
H 2.04065 -0.93427 -1.15390
*
```

Orbital gap, eV: 8.460
Max |F|, eV/A: 6.0
Highest occupied orbital energy, hartree: -0.1978
Energy, Ha: -3017.8803


4.
Molecular formula: C4H13NO2
Method: DFT, ωB97M-V with the def2-TZVPD basis set

Geometry as ORCA input:
```
! wB97M-V def2-TZVPD RIJCOSX def2/J DEFGRID3
* xyz 0 1
C 0.93196 -1.12945 -1.54026
C 0.60261 -0.74595 -0.11524
C -0.58205 -1.14840 0.40953
N -1.36774 -2.18507 -0.04162
C 1.64513 -0.12895 0.75190
H 0.23790 -0.54322 -2.16312
H 1.95299 -0.80130 -1.82705
H 0.95751 -2.16124 -1.92842
H -0.98889 -0.59466 1.25146
H -2.25045 -2.44871 0.34959
H -0.86009 -2.95011 -0.45051
H 1.25665 0.51203 1.55814
H 2.38232 -0.84670 1.12227
H 2.31575 0.53183 0.19290
H -1.07903 3.06693 2.53352
H -1.33515 3.00078 1.03247
O -0.94064 3.56283 1.72589
H -0.84696 2.44244 -1.15621
H -0.79414 0.99752 -0.52884
O -1.23770 1.56939 -1.17641
*
```

Orbital gap, eV: 8.448
Max |F|, eV/A: 1.8
Highest occupied orbital energy, hartree: -0.2867
Energy, Ha: -365.3973


5.
Molecular formula: C12H9ClO3
Method: DFT, ωB97M-V with the def2-TZVPD basis set

Geometry as ORCA input:
```
! wB97M-V def2-TZVPD RIJCOSX def2/J DEFGRID3
* xyz 0 1
C -1.54153 3.68480 -1.02862
C -1.15439 2.15871 -0.95348
C -0.56926 1.46850 -2.11554
C -0.19130 0.05147 -1.96248
C -0.40331 -0.62263 -0.69099
C 0.00790 -2.12691 -0.40734
C 1.01453 -2.05379 0.80222
C 1.00685 -2.72321 1.99217
Cl -0.18114 -3.90226 2.55844
C 2.31335 -2.18840 2.67111
O 2.98742 -2.69303 3.50613
O 2.64715 -0.94882 2.07410
C 2.24305 -1.08658 0.72740
O 2.70882 -0.56696 -0.22683
C -1.02695 0.07642 0.45991
C -1.41083 1.48170 0.33049
H -2.60524 3.78767 -1.35715
H -1.36760 4.15183 -0.01919
H -0.81404 4.19810 -1.72320
H -0.42820 2.04935 -3.06306
H 0.27185 -0.46541 -2.83381
H 0.49725 -2.61052 -1.29191
H -0.91353 -2.68186 -0.10156
H -1.22099 -0.42265 1.44047
H -1.86984 1.98449 1.21272
*
```

Orbital gap, eV: 8.347
Max |F|, eV/A: 3.2
Highest occupied orbital energy, hartree: -0.3286
Energy, Ha: -1148.5302


6.
Molecular formula: C6H9N
Method: DFT, ωB97M-V with the def2-TZVPD basis set

Geometry as ORCA input:
```
! wB97M-V def2-TZVPD RIJCOSX def2/J DEFGRID3
* xyz 0 1
C 0.34942 0.02815 1.91403
C -0.00309 -0.47604 0.56626
C -0.48909 -1.68461 0.13618
N -0.53028 -1.67911 -1.23893
C -0.31805 -0.38574 -1.68141
C -0.00289 0.38263 -0.58954
C 0.41861 1.80902 -0.56654
H 1.39071 0.37274 1.94043
H 0.24277 -0.71049 2.70300
H -0.25487 0.89104 2.20516
H -0.72067 -2.59704 0.66482
H -0.94533 -2.38020 -1.81223
H -0.61323 -0.16282 -2.69418
H 1.48029 1.98669 -0.40360
H 0.05513 2.33203 -1.45153
H -0.05943 2.27374 0.30808
*
```

Orbital gap, eV: 9.075
Max |F|, eV/A: 1.3
Highest occupied orbital energy, hartree: -0.2938
Energy, Ha: -288.7696


7.
Molecular formula: C24H18N3O4PPd
Method: DFT, ωB97M-V with the def2-TZVPD basis set

Geometry as ORCA input:
```
! wB97M-V def2-TZVPD RIJCOSX def2/J DEFGRID3
* xyz 0 1
Pd -0.83102 -0.36009 -2.11203
O -4.28287 1.66622 -1.76006
C -3.17639 1.20467 -1.93534
O -2.82617 -0.04254 -1.82381
C -2.03089 2.14421 -2.31538
C -2.05261 3.52267 -2.40289
C -0.85743 4.18252 -2.67645
C 0.33295 3.47877 -2.83464
C 0.28863 2.10142 -2.73755
N -0.88029 1.51337 -2.51846
C 1.46583 1.11647 -2.75765
O 2.59279 1.53929 -2.83830
O 1.10578 -0.13249 -2.64273
H -2.98507 4.04485 -2.24180
H -0.84997 5.26265 -2.74484
H 1.28173 3.96677 -3.00643
N 0.08649 -1.98441 0.59588
P -0.45122 -0.35053 0.85508
C -0.63101 -0.47528 2.67149
C -1.91640 -0.45120 3.20411
C -2.11009 -0.56513 4.57490
C -1.01931 -0.70376 5.41884
C 0.26862 -0.72373 4.89632
C 0.46204 -0.60370 3.52964
C 1.10513 0.59594 0.73831
C 2.28416 0.08335 0.21259
C 3.38937 0.90366 0.02614
C 3.33685 2.23055 0.41549
C 2.16171 2.75139 0.94863
C 1.04872 1.94313 1.09478
C -0.13719 -2.82492 -0.46147
C 0.19430 -4.18810 -0.32409
C -0.03302 -5.05144 -1.36095
C -0.59840 -4.57247 -2.54555
C -0.88463 -3.23647 -2.61737
N -0.65535 -2.37029 -1.60795
H 0.47241 -2.45448 1.40173
H -2.76722 -0.34347 2.54144
H -3.11297 -0.54190 4.98077
H -1.16970 -0.78847 6.48739
H 1.12086 -0.82034 5.55663
H 1.46941 -0.58452 3.12736
H 2.32560 -0.95259 -0.09831
H 4.30063 0.48898 -0.38088
H 4.19385 2.87517 0.27199
H 2.11506 3.79140 1.24608
H 0.12919 2.36242 1.49227
H 0.62257 -4.53165 0.60800
H 0.22138 -6.09798 -1.25621
H -0.80035 -5.21736 -3.38697
H -1.31650 -2.80059 -3.50775
*
```

Orbital gap, eV: 8.356
Max |F|, eV/A: 0.4
Highest occupied orbital energy, hartree: -0.3075
Energy, Ha: -1859.9296


8.
Molecular formula: H25O13
Method: DFT, ωB97M-V with the def2-TZVPD basis set

Geometry as ORCA input:
```
! wB97M-V def2-TZVPD RIJCOSX def2/J DEFGRID3
* xyz -1 1
O -0.72560 0.42531 -1.11403
H 0.49852 -1.27716 0.16209
H -0.24490 -0.13684 1.44618
O -2.38982 3.45694 -0.71612
H -2.19872 2.56591 -0.46513
H 0.35222 -1.30922 1.59106
O 0.07822 0.74416 1.39714
H -0.46269 1.16812 0.72233
O -1.79708 -3.85033 -0.90060
H -1.94359 -3.24063 -1.60767
H -1.21690 -3.52715 -0.28507
O 2.24049 -2.06552 3.46927
H -1.10527 -3.47920 2.71275
H 2.67423 -2.15522 2.57913
O -2.43283 -0.57283 0.59098
H -2.00610 0.00537 -0.19586
H -2.59293 -1.25815 -0.06972
O 3.19148 1.26780 2.02173
H 3.20564 1.79372 2.82552
H -1.21621 1.00986 -1.69327
O 0.84686 -1.79488 0.91993
H 2.10252 -1.08839 3.46424
H -0.42121 -2.75480 1.58762
O -1.15844 -3.35769 1.73796
H 2.33790 0.99671 1.74394
H -1.74264 4.28305 -0.72885
O 0.29876 3.94983 -0.36829
H -0.10895 3.19745 -0.69980
H 1.13298 4.05734 -0.90269
O -2.19678 -1.63524 -2.29138
H -2.97935 -1.19187 -1.85420
H -1.63312 -1.44447 -1.50712
O 1.27754 1.89557 -1.32239
H 1.27377 1.67133 -2.23260
H 0.48609 1.27151 -0.79280
O 3.01828 0.51835 -3.33339
H 2.12697 0.68140 -3.15825
H 3.43065 1.17990 -2.73268
*
```

Orbital gap, eV: 9.622
Max |F|, eV/A: 4.4
Highest occupied orbital energy, hartree: -0.2496
Energy, Ha: -993.0646


9.
Molecular formula: C10H9I
Method: DFT, ωB97M-V with the def2-TZVPD basis set

Geometry as ORCA input:
```
! wB97M-V def2-TZVPD RIJCOSX def2/J DEFGRID3
* xyz 0 1
C -1.70688 2.18466 -1.42296
C -0.59055 2.62137 -0.58255
C -2.15286 0.87027 -1.29159
C -0.09908 1.76424 0.44248
C -1.60356 -0.01616 -0.34528
C -0.64076 0.39822 0.61282
C 0.44663 -1.18143 2.31428
C 2.37206 -2.28835 -0.81601
C -0.07069 -0.39551 1.48237
C 1.39320 -1.52054 -1.12202
I 0.06042 -1.48793 -2.72523
H -2.20695 2.91324 -2.01206
H -0.25867 3.56409 -0.90404
H -3.03963 0.56210 -1.77756
H 0.75134 1.90330 1.08237
H -2.13143 -1.01489 -0.11579
H 1.05680 -1.96659 1.99021
H 0.44389 -0.99932 3.45486
H 2.48082 -3.11864 -1.49010
H 2.69533 -2.11588 0.14207
*
```

Orbital gap (spin up / spin down), eV: 6.118 / 7.925
Max |F|, eV/A: 4.8
Highest occupied orbital energy (spin up / spin down), hartree: -0.2527 / -0.3076
Energy, Ha: -683.8884


10.
Molecular formula: C4H10N4O4S
Method: DFT, ωB97M-V with the def2-TZVPD basis set

Geometry as ORCA input:
```
! wB97M-V def2-TZVPD RIJCOSX def2/J DEFGRID3
* xyz 0 1
C -2.21802 0.77276 -0.28311
C 1.65185 1.08575 -0.13521
C -1.09162 -2.55570 0.35764
C -1.41560 0.91660 0.90935
N 2.77497 0.56062 -0.77393
N 1.34556 0.37565 1.10307
N 0.25912 -0.44678 0.97562
N 1.08405 2.20821 -0.36880
O -2.02645 1.69763 -1.20365
O -2.94744 -0.14519 -0.49713
O 1.54314 -2.26756 -0.03801
O 0.11251 -0.97694 -1.59896
S 0.33712 -1.57449 -0.28980
H -0.65649 -2.53071 1.38058
H -2.09150 -1.94823 0.36732
H -1.17174 -3.56423 -0.21935
H -1.73398 0.45757 1.90243
H -0.85742 1.88203 0.85302
H 3.05510 -0.29845 -0.36940
H 2.73940 0.68079 -1.80672
H 1.42932 0.83130 2.00960
H 1.19177 2.48306 -1.34835
H -1.31365 2.35631 -0.92618
*
```

Orbital gap, eV: 8.169
Max |F|, eV/A: 3.6
Highest occupied orbital energy, hartree: -0.3336
Energy, Ha: -1076.4411


11.
Molecular formula: C9H14O
Method: DFT, ωB97M-V with the def2-TZVPD basis set

Geometry as ORCA input:
```
! wB97M-V def2-TZVPD RIJCOSX def2/J DEFGRID3
* xyz 0 1
C -0.52534 0.19645 -2.19310
C -1.81530 0.17904 -3.03368
H 0.37605 0.15097 -2.78439
H -0.52897 1.16009 -1.67034
H -0.65388 -0.59543 -1.47076
H -1.98625 0.88674 -3.84096
H -2.55460 0.26754 -2.21928
H -1.92094 -0.79423 -3.54040
C -0.09466 -2.01643 2.67302
C 0.37295 1.56983 1.49549
C 1.13044 1.28937 0.39368
C -0.14987 0.45375 2.20434
C 0.16026 -0.84471 1.77170
C 1.47821 0.02815 -0.10935
C 1.01849 -1.00560 0.68231
O 1.26353 2.41974 -0.46701
H 0.23041 2.58703 1.83522
H -0.76671 0.72938 3.05430
H 2.11250 -0.01836 -0.98577
H 2.05034 2.24890 -0.99386
H -0.31877 -1.65709 3.67457
H 0.66977 -2.78078 2.67347
H 1.48524 -1.98374 0.55338
H -1.03290 -2.47062 2.29739
*
```

Orbital gap, eV: 9.354
Max |F|, eV/A: 3.4
Highest occupied orbital energy, hartree: -0.3122
Energy, Ha: -426.5324


12.
Molecular formula: C5H11NO
Method: DFT, ωB97M-V with the def2-TZVPD basis set

Geometry as ORCA input:
```
! wB97M-V def2-TZVPD RIJCOSX def2/J DEFGRID3
* xyz 0 1
N 1.21457 0.77200 -0.02189
C 0.68323 0.80093 -1.40778
C 0.20892 -0.63650 -1.72041
C -0.53983 -0.90723 -0.42214
C 0.36035 -0.24410 0.66104
C -0.51070 0.48206 1.68612
O -1.50323 -0.40936 2.19369
H 2.14297 0.38085 -0.12926
H -0.16086 1.50445 -1.36829
H 1.28540 1.26604 -2.18821
H -0.45369 -0.71257 -2.58413
H 1.05979 -1.30903 -1.86773
H -0.78726 -1.93639 -0.16138
H -1.49146 -0.36904 -0.40070
H 1.08997 -0.99161 0.99099
H -0.99275 1.39969 1.30135
H 0.16994 0.87774 2.45659
H -1.77537 0.03206 2.98212
*
```

Orbital gap, eV: 10.256
Max |F|, eV/A: 1.3
Highest occupied orbital energy, hartree: -0.3393
Energy, Ha: -327.0777